No. 1
One molecule with the formula C4H7ClN2S. Source: the Open Molecules 2025 dataset; level of theory: wB97M-V/def2-TZVPD.

```
! wB97M-V def2-TZVPD RIJCOSX def2/J DEFGRID3
* xyz 0 1
N 0.86 2.35 0.07
C 1.24 1.03 0.04
C 0.46 -0.06 0.04
C -1.01 0.03 0.04
N -1.72 -1.02 0.01
S -3.42 -0.77 0.03
C 0.97 -1.48 0.04
Cl 2.76 -1.61 0.01
H -0.07 2.60 -0.21
H 1.53 3.06 -0.22
H 2.32 0.88 0.06
H -1.46 1.05 0.08
H -3.73 -2.07 -0.04
H 0.62 -2.01 -0.83
H 0.64 -2.01 0.89
*
```

Output
relative energy (zero: lowest compared OMol25 entry of this formula, charge and spin) = 19.6 kcal per mole
structure (SMILES) = N/C=C(\C=N\S)CCl
Kohn-Sham gap = 8.76 eV
electronic energy = -1124.4719 Ha

---

No. 2
C3H5O2 as an isolated structure. Source: the Open Molecules 2025 dataset; level of theory: wB97M-V/def2-TZVPD.

```
! wB97M-V def2-TZVPD RIJCOSX def2/J DEFGRID3
* xyz 0 2
O -1.38 1.87 0.11
C -1.30 0.76 0.61
C -0.90 -0.43 -0.15
H -1.43 0.62 1.71
H -0.99 -0.30 -1.24
H -1.41 -1.34 0.18
O 0.88 -0.93 0.09
C 1.87 -0.24 -0.33
H 2.55 0.19 0.43
H 2.10 -0.20 -1.40
*
```

Output
relative energy (zero: lowest compared OMol25 entry of this formula, charge and spin) = 52.3 kcal per mole
Kohn-Sham gap (alpha / beta) = 7.74 / 9.12 eV
electronic energy = -267.6451 Ha

---

No. 3
C31H35ClN5O3V as an isolated structure. Source: the Open Molecules 2025 dataset; level of theory: wB97M-V/def2-TZVPD.

```
! wB97M-V def2-TZVPD RIJCOSX def2/J DEFGRID3
* xyz 0 3
V -0.03 0.49 0.04
C -0.81 4.29 -1.66
O 0.51 4.63 -2.06
C 1.56 3.77 -1.96
C 2.70 4.19 -2.63
C 3.86 3.42 -2.64
C 3.89 2.23 -1.97
C 2.76 1.78 -1.29
C 2.91 0.61 -0.43
N 1.93 0.07 0.19
N 2.28 -0.78 1.25
C 1.27 -0.85 2.06
O 0.13 -0.22 1.87
C 1.41 -1.64 3.30
C 0.38 -1.64 4.24
C 0.49 -2.39 5.40
C 1.63 -3.15 5.63
C 2.66 -3.15 4.70
C 2.56 -2.40 3.55
C 1.57 2.53 -1.28
O 0.47 2.12 -0.63
H -1.42 5.13 -1.98
H -0.88 4.18 -0.57
H -1.17 3.38 -2.13
H 2.65 5.13 -3.15
H 4.73 3.78 -3.18
H 4.79 1.62 -1.94
H 3.91 0.25 -0.21
H -0.50 -1.05 4.04
H -0.32 -2.39 6.12
H 1.71 -3.74 6.54
H 3.55 -3.74 4.88
H 3.35 -2.39 2.81
N -2.13 -2.04 0.83
C -1.87 -3.26 1.61
C -1.26 -4.39 0.78
C 0.26 -4.37 0.68
N 0.72 -3.19 -0.04
H -2.32 -1.27 1.47
H -2.96 -2.18 0.26
H -2.79 -3.63 2.08
H -1.19 -2.99 2.42
H -1.70 -4.39 -0.22
H -1.55 -5.34 1.25
H 0.59 -5.32 0.23
H 0.68 -4.33 1.69
H 0.48 -3.25 -1.02
H 1.73 -3.10 0.02
Cl 3.30 -0.88 -6.34
C 2.12 -0.71 -5.06
C 1.62 -1.84 -4.44
C 0.69 -1.70 -3.42
C 0.25 -0.44 -2.98
C -0.69 -0.28 -1.85
C 0.75 0.67 -3.67
C 1.68 0.55 -4.69
H 1.94 -2.82 -4.76
H 0.26 -2.59 -2.98
H -1.22 -1.21 -1.61
H -1.43 0.49 -2.11
H 0.41 1.66 -3.40
H 2.06 1.42 -5.19
C -5.36 3.79 1.36
C -4.19 2.90 1.07
C -4.27 1.86 0.16
C -3.15 1.09 -0.10
N -1.97 1.30 0.50
C -1.90 2.28 1.40
C -2.96 3.11 1.70
H -6.28 3.41 0.91
H -5.18 4.80 0.97
H -5.52 3.89 2.44
H -5.20 1.64 -0.35
H -3.18 0.28 -0.82
H -0.94 2.42 1.88
H -2.83 3.90 2.42
*
```

Output
relative energy (zero: lowest compared OMol25 entry of this formula, charge and spin) = 2.0 kcal per mole
Kohn-Sham gap (alpha / beta) = 7.59 / 7.42 eV
electronic energy = -3106.0369 Ha

---

No. 4
C3H5N3 as an isolated structure. Source: the Open Molecules 2025 dataset; level of theory: wB97M-V/def2-TZVPD.

```
! wB97M-V def2-TZVPD RIJCOSX def2/J DEFGRID3
* xyz 0 1
C -1.46 -0.17 0.02
N -0.05 -0.20 0.27
C 0.46 1.06 -0.05
N 1.70 0.96 -0.46
N 2.06 -0.33 -0.28
C 1.02 -1.01 0.16
H -1.73 -0.54 -0.96
H -1.14 1.09 -0.47
H -2.07 -0.68 0.81
H 0.18 1.88 0.60
H 1.03 -2.07 0.37
*
```

Output
relative energy (zero: lowest compared OMol25 entry of this formula, charge and spin) = 97.6 kcal per mole
Kohn-Sham gap = 9.80 eV
electronic energy = -281.4346 Ha

---

No. 5
C31H49BrN2OP2Ti as an isolated structure. Source: the Open Molecules 2025 dataset; level of theory: wB97M-V/def2-TZVPD.

```
! wB97M-V def2-TZVPD RIJCOSX def2/J DEFGRID3
* xyz 2 3
C 5.59 -1.45 -4.74
C 5.14 -0.18 -4.35
C 5.29 0.91 -5.20
C 5.83 0.68 -6.48
N 6.20 -0.54 -6.86
C 6.13 -1.57 -6.04
C 4.34 0.02 -3.08
C 3.00 -0.10 -2.85
C 1.66 -0.25 -3.32
C 0.84 -1.29 -2.84
C -0.37 -0.89 -2.30
C -0.93 0.35 -2.71
C -0.25 1.17 -3.63
C 1.06 0.82 -4.00
Ti 3.91 0.60 -1.36
P -2.63 0.66 -2.21
H 4.93 1.89 -4.91
H 5.49 -2.32 -4.09
H 5.95 1.53 -7.17
H 6.50 -2.54 -6.38
H 1.67 1.38 -4.70
H 1.20 -2.31 -2.83
H -0.68 2.11 -4.00
H -0.86 -1.53 -1.54
C -2.63 1.04 -0.47
C -3.91 1.62 0.13
H -1.76 1.69 -0.29
H -2.39 0.09 0.03
H -3.86 1.54 1.23
H -4.04 2.68 -0.12
H -4.80 1.08 -0.20
C -3.41 1.82 -3.31
C -3.31 1.41 -4.78
H -2.94 2.81 -3.15
H -4.47 1.90 -2.99
H -3.92 2.09 -5.40
H -2.28 1.46 -5.17
H -3.67 0.40 -4.96
C -3.35 -0.97 -2.45
C -4.86 -1.12 -2.44
H -2.92 -1.61 -1.67
H -2.95 -1.33 -3.41
H -5.11 -2.15 -2.71
H -5.28 -0.92 -1.45
H -5.36 -0.46 -3.16
Br 1.11 1.46 -0.58
P 1.79 5.05 -1.44
C 0.06 4.54 -1.70
C -1.00 5.60 -1.30
H -0.07 3.60 -1.13
H -0.05 4.32 -2.78
H -2.01 5.22 -1.54
H -0.98 5.81 -0.21
H -0.85 6.54 -1.86
C 2.06 4.78 0.35
C 2.79 6.01 0.94
H 2.60 3.84 0.48
H 1.07 4.68 0.83
H 2.92 5.89 2.02
H 3.78 6.14 0.48
H 2.21 6.92 0.77
C 2.91 4.13 -2.53
C 3.61 5.09 -3.50
H 2.29 3.39 -3.06
H 3.63 3.59 -1.90
H 4.42 4.58 -4.02
H 2.93 5.47 -4.27
H 4.04 5.96 -3.00
O 3.47 -0.85 -0.21
C 2.86 -1.52 0.72
C 1.61 -2.32 0.50
C 1.53 -3.78 1.01
C 1.42 -3.96 2.52
C 2.55 -3.33 3.33
C 2.62 -1.82 3.17
N 3.33 -1.43 1.95
H 0.80 -1.76 0.98
H 1.40 -2.27 -0.57
H 0.63 -4.23 0.57
H 2.37 -4.36 0.63
H 0.47 -3.59 2.90
H 1.42 -5.04 2.75
H 2.41 -3.55 4.40
H 3.50 -3.79 3.06
H 1.61 -1.40 3.19
H 3.17 -1.39 4.01
H 4.16 -0.85 2.05
*
```

Output
relative energy (zero: lowest compared OMol25 entry of this formula, charge and spin) = 0.0 kcal per mole
Kohn-Sham gap (alpha / beta) = 6.70 / 4.47 eV
electronic energy = -5500.9607 Ha

---

No. 6
A 3-piece molecular cluster, C5H5NO2 overall. Source: the Open Molecules 2025 dataset; level of theory: wB97M-V/def2-TZVPD.

```
! wB97M-V def2-TZVPD RIJCOSX def2/J DEFGRID3
* xyz 0 1
C -2.64 -2.03 1.79
C -1.37 0.01 -0.76
C 3.68 -1.00 0.46
C -1.29 1.43 -0.27
C 0.00 0.47 -0.45
N -2.19 -1.33 0.99
O 3.19 -1.95 0.09
O 4.20 -0.03 0.78
H -1.50 2.17 -1.02
H -1.55 1.60 0.83
H 0.31 0.19 0.51
H 0.80 0.55 -1.21
H -1.63 -0.07 -1.74
*
```

Output
relative energy (zero: lowest compared OMol25 entry of this formula, charge and spin) = 132.0 kcal per mole
Kohn-Sham gap (alpha / beta) = 7.49 / 7.50 eV
electronic energy = -398.5681 Ha